Here is a 2-piece molecular cluster, C59H80N5 overall from the OMol25 dataset. Energies are from ωB97M-V/def2-TZVPD.

Summary:
Largest force on an atom = 2.522 eV/A
Highest occupied orbital energy = -7.89 eV
Lowest unoccupied orbital energy = -4.473 eV
Net charge = +1
ΔE to the lowest compared entry with this formula, charge and spin = 19.5 kJ/mol

The geometry in XYZ format:
```
144
Properties=species:S:1:pos:R:3:forces:R:3
C 2.1374 2.9495 -4.6959 0.0 0.0 0.1
C 3.0262 1.7028 -4.5762 0.2 -0.1 0.0
C 3.0364 0.9130 -5.8868 0.1 0.1 0.1
C 2.6034 0.8705 -3.3790 0.0 0.1 -0.1
C 1.6566 -0.1509 -3.4882 -0.2 0.3 0.2
C 1.1423 -0.7561 -2.3431 0.3 0.1 0.5
C -0.0626 -1.6815 -2.3740 0.3 -0.8 0.1
C -0.3881 -2.2327 -3.7576 0.1 0.1 0.0
C -1.2918 -1.0491 -1.7290 0.0 0.4 0.1
C 1.7411 -0.4739 -1.0848 0.3 1.0 -1.2
C 1.3265 -1.2141 0.0906 1.1 -1.9 -0.8
N 1.7367 -2.5262 0.3139 -1.5 0.6 1.9
C 2.1492 -3.4928 -0.7002 0.5 -0.6 -0.2
C 1.2594 -4.5148 -1.0795 -0.4 -0.1 0.2
C -0.0918 -4.7076 -0.3894 0.1 0.4 -0.1
C 0.0637 -5.6393 0.8064 0.0 -0.2 0.2
C -1.1939 -5.1846 -1.3386 0.0 0.0 -0.1
C 1.6258 -5.3979 -2.1043 0.2 0.2 0.2
C 2.8216 -5.2271 -2.7876 -0.1 0.1 -0.1
C 3.7025 -4.2205 -2.4069 -0.2 -0.1 0.3
C 3.4170 -3.3992 -1.3087 0.3 0.0 0.1
C 4.4989 -2.5056 -0.7180 -0.1 0.7 -0.3
C 5.6487 -2.1941 -1.6952 -0.2 0.0 0.1
C 5.0476 -3.0726 0.5965 -0.1 -0.3 0.1
N 1.3579 -2.9373 1.5427 0.7 0.8 -1.6
N 0.7731 -1.8495 2.1137 -0.1 0.0 -1.4
C 0.1814 -2.0275 3.4134 -0.2 -0.5 0.3
C -1.2184 -2.1868 3.4891 -0.1 0.1 -0.1
C -2.0866 -2.3844 2.2422 0.5 0.3 0.0
C -3.0361 -1.2122 2.0342 -0.1 0.4 0.1
C -2.8624 -3.7016 2.2818 0.1 -0.1 0.3
C -1.8206 -2.2158 4.7520 0.4 0.1 0.1
C -1.0322 -2.2113 5.9004 -0.2 -0.1 0.1
C 0.3570 -2.2608 5.7961 -0.2 0.1 0.1
C 0.9948 -2.1749 4.5599 0.2 0.1 -0.4
C 2.5276 -2.2968 4.5449 -0.3 0.2 0.4
C 3.2447 -1.1861 3.7861 0.1 0.2 -0.2
C 3.0140 -3.6757 4.0907 -0.2 -0.2 -0.1
C 0.5868 -0.7793 1.1755 -0.7 0.9 1.9
C -0.1492 0.4092 1.2978 1.0 -1.4 0.3
C 2.7454 0.5351 -0.9764 -0.5 -0.4 0.0
C 3.3849 0.9158 0.3599 -0.1 -0.4 0.1
C 2.8103 2.2355 0.8878 -0.2 0.1 0.0
C 4.9166 0.9815 0.3045 0.1 -0.1 -0.1
C 3.1226 1.2092 -2.1322 -0.1 -0.1 0.1
H 2.1253 3.5210 -3.7594 0.0 -0.1 -0.1
H 2.5027 3.6122 -5.4879 -0.1 -0.1 0.1
H 1.1059 2.6529 -4.9329 0.2 0.1 0.0
H 4.0496 2.0380 -4.3580 -0.1 0.0 -0.2
H 3.5937 -0.0233 -5.7763 -0.1 0.1 0.0
H 2.0146 0.6882 -6.2109 0.2 0.0 0.0
H 3.5223 1.5026 -6.6698 -0.1 -0.1 0.0
H 1.2776 -0.4323 -4.4725 0.1 0.2 0.3
H 0.2178 -2.5383 -1.7473 -0.3 0.2 -0.3
H 0.4768 -2.7613 -4.1806 -0.2 0.2 0.0
H -1.2240 -2.9429 -3.7055 0.2 0.2 0.0
H -0.6757 -1.4042 -4.4183 0.0 -0.3 -0.1
H -1.0840 -0.7005 -0.7098 -0.1 -0.1 -0.2
H -1.6151 -0.1778 -2.3168 0.0 -0.2 0.1
H -2.1229 -1.7664 -1.6751 0.1 0.1 -0.1
H -0.3762 -3.7213 0.0019 -0.1 -0.2 -0.1
H 0.7027 -5.1453 1.5463 -0.1 -0.4 -0.1
H -0.9149 -5.8493 1.2652 0.3 0.0 -0.2
H 0.5261 -6.5888 0.4938 -0.2 0.2 0.1
H -1.2332 -4.5700 -2.2483 0.0 -0.2 0.2
H -1.0219 -6.2310 -1.6370 -0.2 0.3 0.1
H -2.1725 -5.1158 -0.8386 0.3 -0.1 -0.1
H 0.9628 -6.2201 -2.3734 0.1 0.3 0.1
H 3.0638 -5.8840 -3.6237 0.0 0.2 0.2
H 4.6343 -4.0998 -2.9552 -0.2 0.0 0.3
H 3.9920 -1.5550 -0.4895 0.3 -0.2 0.0
H 5.2579 -1.7585 -2.6266 0.2 -0.1 0.2
H 6.3511 -1.4698 -1.2519 -0.3 -0.3 -0.1
H 6.2190 -3.1074 -1.9308 -0.1 0.3 0.0
H 4.2310 -3.2625 1.3062 0.2 0.0 -0.1
H 5.5715 -4.0271 0.4188 -0.1 0.3 0.1
H 5.7482 -2.3637 1.0646 -0.2 -0.2 -0.2
H -1.3954 -2.4286 1.3924 -0.2 0.1 0.0
H -2.4884 -0.2637 2.0423 -0.2 -0.2 -0.1
H -3.5561 -1.2972 1.0737 0.0 0.0 0.1
H -3.7859 -1.1868 2.8350 0.0 0.0 -0.1
H -2.1903 -4.5396 2.5034 -0.2 0.1 -0.1
H -3.6304 -3.6704 3.0664 0.1 -0.1 -0.2
H -3.3515 -3.8852 1.3159 0.1 0.0 0.2
H -2.9093 -2.2281 4.8321 0.3 -0.1 0.0
H -1.5013 -2.2118 6.8935 0.2 0.0 -0.5
H 0.9657 -2.3410 6.7034 -0.2 0.0 -0.4
H 2.8105 -2.1967 5.6028 0.0 0.0 -0.2
H 2.7573 -0.2154 3.9306 0.1 -0.1 0.0
H 4.2799 -1.1154 4.1394 -0.1 0.0 -0.1
H 3.2803 -1.3952 2.7122 0.0 0.0 0.1
H 2.6256 -4.4643 4.7465 0.1 0.1 -0.1
H 2.6599 -3.8757 3.0721 0.2 0.0 0.3
H 4.1111 -3.7138 4.1049 -0.2 0.0 0.0
H -0.5495 0.6784 2.2620 -0.1 0.2 0.0
H -0.1532 1.0909 0.4522 0.1 -0.2 0.3
H 3.1180 0.1280 1.0814 0.1 0.2 -0.2
H 1.7370 2.1267 1.0812 0.2 0.0 0.0
H 3.2968 2.5194 1.8307 -0.1 0.0 -0.2
H 2.9514 3.0433 0.1532 0.1 -0.1 0.2
H 5.3474 0.0545 -0.0966 -0.1 0.3 0.1
H 5.2559 1.8144 -0.3270 0.0 -0.2 0.2
H 5.3211 1.1213 1.3179 -0.1 0.1 -0.3
H 3.8529 2.0205 -2.0543 -0.2 -0.2 -0.1
C -2.8957 9.9628 1.1586 -0.5 0.0 -0.2
N -2.0979 8.8800 1.7196 0.1 -0.6 -0.5
C -1.6262 9.1600 3.0663 0.4 0.1 0.2
C -2.0258 7.6168 1.1773 -0.2 0.1 0.5
C -0.8518 6.8165 1.3384 0.1 -0.3 0.1
C -0.7839 5.5318 0.8377 0.1 0.4 0.0
C -1.9205 4.8699 0.2607 0.1 -0.2 0.3
C -1.8277 3.5110 -0.1650 -1.0 1.5 -0.6
C -2.9764 2.7215 -0.5383 -0.1 -0.1 0.1
C -3.0581 2.0199 -1.7819 -0.2 0.2 0.2
C -4.1969 1.3185 -2.1336 0.3 0.1 0.0
C -5.2618 1.1726 -1.2038 -0.1 -0.2 0.3
N -6.3266 0.3459 -1.4562 0.5 0.4 0.1
C -7.2137 -0.0586 -0.3848 -0.1 0.2 0.3
C -6.8917 0.2056 -2.7804 -0.1 -0.2 -0.3
C -5.1829 1.8611 0.0360 0.1 -0.1 -0.1
C -4.0923 2.6494 0.3386 -0.1 0.4 -0.5
C -3.0869 5.6962 0.0872 0.1 0.4 -0.1
C -3.1151 7.0316 0.4687 -0.1 -0.4 -0.3
H -2.7355 10.0688 0.0745 0.0 -0.2 0.4
H -3.9754 9.8416 1.3502 0.3 0.1 0.0
H -2.5627 10.8935 1.6441 -0.2 -0.4 -0.3
H -0.8546 8.4444 3.3668 -0.2 0.2 0.0
H -1.2163 10.1804 3.0852 0.0 -0.4 0.1
H -2.4570 9.1115 3.7969 0.3 0.0 -0.3
H 0.0128 7.2766 1.8337 -0.3 -0.4 -0.4
H 0.1756 5.0102 0.8404 -0.3 0.0 0.2
H -0.8316 3.1166 -0.3350 0.1 -0.1 0.0
H -2.2607 2.1670 -2.5173 -0.2 -0.3 0.3
H -4.2595 0.8096 -3.1046 0.2 0.4 0.5
H -6.6478 -0.4873 0.4535 -0.1 0.1 -0.2
H -7.8162 0.7810 -0.0047 0.0 -0.2 -0.1
H -7.8824 -0.8218 -0.7890 0.1 0.1 0.2
H -6.1361 0.3604 -3.5547 -0.3 -0.1 0.1
H -7.2967 -0.8092 -2.8555 0.1 0.2 -0.3
H -7.7220 0.9179 -2.9393 0.3 -0.2 0.0
H -6.0159 1.7834 0.7335 0.3 0.1 -0.1
H -4.1171 3.2764 1.2331 0.2 -0.4 -0.1
H -3.9485 5.2837 -0.4414 0.2 0.1 0.3
H -4.0110 7.6346 0.2873 0.4 -0.3 0.0
```
Positions in Å, forces in eV/Å.